{
  "formula": "C45H60N2O5STi",
  "method": "the ωB97M-V functional and the def2-TZVPD basis",
  "multiplicity": 3,
  "energy_ev": -94807.96055,
  "relative_energy_kcal_mol": 0.0,
  "total_charge": 0,
  "gap_ev": [6.6, 5.6],
  "symbols": ["Ti", "C", "C", "C", "C", "C", "C", "C", "N", "C", "C", "C", "C", "C", "C", "O", "C", "C", "C", "C", "C", "C", "C", "C", "C", "O", "C", "C", "C", "C", "C", "C", "H", "H", "H", "H", "H", "H", "H", "H", "H", "H", "H", "H", "H", "H", "H", "H", "H", "H", "H", "H", "H", "H", "H", "H", "H", "H", "H", "H", "H", "H", "H", "H", "H", "H", "H", "H", "H", "H", "H", "H", "C", "C", "C", "C", "C", "C", "N", "C", "C", "C", "C", "C", "C", "C", "O", "O", "C", "C", "H", "H", "H", "H", "H", "H", "H", "H", "H", "H", "H", "H", "H", "H", "C", "S", "C", "O", "H", "H", "H", "H", "H", "H"],
  "positions_angstrom": [[0.0916, -1.0657, -1.0664], [-3.9464, -2.1198, 5.2737], [-3.2253, -0.9188, 4.6261], [-2.0416, -0.4672, 5.4703], [-4.1041, 0.3602, 4.6270], [-2.8429, -1.3153, 3.1778], [-1.5121, -1.1536, 2.8310], [-1.1018, -1.5422, 1.5805], [0.1556, -1.3031, 1.0308], [1.3792, -1.0140, 1.5815], [1.8895, -0.9867, 2.8743], [3.2162, -0.7752, 3.2568], [4.0666, -0.4050, 2.2081], [3.6220, -0.1348, 0.9311], [2.3558, -0.6175, 0.5847], [2.0677, -0.9444, -0.6979], [4.5189, 0.5625, -0.0381], [3.7524, 1.6162, -0.8405], [5.1765, -0.5420, -0.8944], [5.7169, 1.1785, 0.7434], [3.7780, -0.8971, 4.7026], [3.7571, 0.5283, 5.2491], [2.8664, -1.8135, 5.5059], [5.2419, -1.3103, 4.7922], [-2.0626, -1.9084, 0.6105], [-1.6259, -1.9914, -0.6535], [-3.3745, -2.1784, 0.9428], [-3.7369, -1.7635, 2.2427], [-4.2663, -2.8880, -0.1308], [-5.5026, -3.4545, 0.6512], [-3.7009, -4.0448, -1.0587], [-4.6739, -1.7786, -1.1396], [-4.1810, -1.8537, 6.3400], [-3.2971, -3.0387, 5.2047], [-4.8945, -2.2448, 4.7610], [-2.3444, -0.1971, 6.4979], [-1.6478, 0.4717, 5.0411], [-1.2670, -1.2280, 5.6122], [-4.3095, 0.5630, 5.7119], [-5.0022, 0.3787, 4.0527], [-3.3989, 1.1866, 4.2873], [-0.7513, -0.8426, 3.5160], [1.2204, -1.0996, 3.6833], [5.1516, -0.2582, 2.4442], [2.9224, 1.1561, -1.3759], [4.4396, 2.0498, -1.5904], [3.2967, 2.3954, -0.1846], [4.4200, -1.0687, -1.4882], [5.6452, -1.3164, -0.3311], [5.8892, -0.1774, -1.6547], [5.3538, 1.6950, 1.6518], [6.2459, 1.9109, 0.1731], [6.4952, 0.4518, 1.0604], [2.7769, 0.8993, 5.4915], [4.1545, 1.2687, 4.5603], [4.3658, 0.5570, 6.1484], [1.7990, -1.4455, 5.4791], [3.2505, -1.6901, 6.5656], [2.9255, -2.8520, 5.1965], [5.9183, -0.7413, 4.1754], [5.4389, -2.3670, 4.5588], [5.5411, -1.2723, 5.8385], [-4.7819, -1.7930, 2.5496], [-5.0834, -3.9346, 1.5738], [-6.0015, -4.2291, 0.0389], [-6.1365, -2.6385, 0.8918], [-3.6074, -5.0024, -0.5254], [-2.7493, -3.7917, -1.5333], [-4.4717, -4.2250, -1.7792], [-5.0954, -0.8858, -0.7035], [-5.4108, -2.1112, -1.8418], [-3.8051, -1.4815, -1.7094], [2.0863, 4.8467, -6.3910], [1.0018, 3.7662, -6.0814], [0.7590, 2.7217, -7.0087], [-0.0725, 1.6882, -6.6532], [-0.8727, 1.7415, -5.5122], [-0.8654, 2.8899, -4.7200], [-1.9856, 3.2686, -3.9842], [-2.1183, 3.5233, -2.5839], [-2.7237, 4.6741, -2.2352], [-2.7697, 5.0987, -0.9239], [-2.3284, 4.1901, 0.0832], [-1.9711, 2.9085, -0.3008], [-1.7946, 2.5558, -1.6448], [-1.3473, 1.1480, -1.9812], [-1.9280, 0.3298, -2.6799], [-0.3360, 0.7471, -1.2436], [0.2539, 3.8037, -4.8586], [0.4828, 4.8522, -3.7786], [2.4594, 4.7054, -7.4085], [2.9503, 4.7545, -5.6863], [1.6863, 5.8980, -6.3208], [1.2447, 2.7464, -7.9788], [-0.0442, 0.7604, -7.2466], [-1.4446, 0.8630, -5.2487], [-2.8728, 3.1457, -4.4493], [-3.2217, 5.1927, -3.0131], [-3.1228, 6.0825, -0.6705], [-2.3307, 4.4848, 1.1027], [-1.7548, 2.1611, 0.4688], [-0.2577, 5.6552, -3.9702], [1.5063, 5.1774, -3.7898], [0.2785, 4.3509, -2.8034], [0.9439, -4.6344, -2.8729], [-0.2450, -3.3896, -3.2794], [0.3491, -3.0553, -4.9484], [0.4614, -2.1908, -2.5467], [1.9232, -4.3007, -3.2378], [0.6272, -5.6024, -3.3178], [1.0332, -4.6817, -1.7819], [0.3341, -4.0163, -5.5426], [1.4012, -2.6740, -5.0024], [-0.3232, -2.2964, -5.3199]]
}

---

{
  "formula": "C45H62BN10O2S3V",
  "method": "the ωB97M-V functional and the def2-TZVPD basis",
  "multiplicity": 2,
  "energy_ev": -125522.57773,
  "total_charge": 1,
  "gap_ev": [4.6, 4.7],
  "symbols": ["V", "C", "C", "C", "C", "C", "N", "C", "C", "C", "N", "C", "C", "C", "C", "C", "C", "C", "C", "N", "C", "C", "C", "N", "C", "C", "C", "C", "O", "C", "O", "H", "H", "H", "H", "H", "H", "H", "H", "H", "H", "H", "H", "H", "H", "H", "H", "H", "H", "H", "H", "H", "H", "H", "H", "H", "H", "H", "H", "C", "C", "C", "C", "N", "C", "C", "N", "B", "N", "C", "C", "N", "C", "S", "C", "C", "C", "C", "N", "C", "C", "N", "C", "S", "C", "C", "C", "C", "C", "S", "H", "H", "H", "H", "H", "H", "H", "H", "H", "H", "H", "H", "H", "H", "H", "H", "H", "H", "H", "H", "H", "H", "H", "H", "H", "H", "H", "H", "H", "H", "H", "H", "H", "H"],
  "positions_angstrom": [[-1.9987, -0.7625, -0.9454], [1.8713, -1.3348, 5.9891], [0.7514, -1.3742, 4.9307], [0.5747, -0.0108, 4.3491], [-0.2564, 0.3420, 3.2901], [-0.2672, 1.7042, 2.9473], [0.5840, 2.6348, 3.4779], [0.5373, 4.0342, 3.1169], [1.3738, 4.4166, 1.8762], [0.8125, 3.8277, 0.5849], [1.6809, 4.1154, -0.5499], [1.7413, 3.5781, -1.7417], [0.9494, 2.5144, -2.4303], [0.4379, 3.1596, -3.7189], [-0.7026, 3.0232, -4.4733], [-0.8098, 3.9308, -5.6841], [-1.8126, 2.1507, -4.3453], [-1.9332, 1.0785, -3.4498], [-3.0053, 0.1183, -3.4203], [-3.2000, -0.6841, -2.3930], [-4.1166, -1.8004, -2.5391], [-4.1695, -2.6746, -1.2796], [-2.7856, -3.2281, -0.8527], [-2.1499, -2.3080, 0.0623], [-1.8101, -2.6734, 1.2465], [-1.0659, -1.9420, 2.2860], [-0.2311, -2.9615, 3.0930], [-1.0163, -0.5791, 2.4104], [-3.2732, -0.4569, 0.9847], [-0.8918, 0.7936, -2.5242], [-0.8148, -0.3830, -2.0277], [1.6542, -0.5354, 6.6976], [2.8605, -1.1572, 5.5737], [1.9054, -2.2684, 6.5463], [0.9011, 0.8013, 4.9859], [-0.9780, 2.1287, 2.2593], [1.4812, 2.2985, 3.7961], [0.9241, 4.6049, 3.9644], [-0.5079, 4.3163, 2.9711], [2.3960, 4.0541, 2.0202], [1.4098, 5.5091, 1.8223], [-0.1818, 4.2389, 0.3790], [0.7066, 2.7460, 0.6852], [2.3428, 4.8651, -0.3863], [2.5222, 4.0110, -2.3562], [1.1536, 3.8791, -4.1026], [0.0095, 4.6454, -5.7362], [-1.7522, 4.4781, -5.6649], [-0.7983, 3.3352, -6.5970], [-2.6212, 2.3074, -5.0482], [-3.6734, 0.0623, -4.2779], [-3.7668, -2.4229, -3.3735], [-5.1257, -1.4490, -2.7824], [-4.8426, -3.5087, -1.4836], [-4.5799, -2.0985, -0.4444], [-2.1235, -3.3219, -1.7286], [-2.9062, -4.2167, -0.3978], [-1.9875, -3.7179, 1.5029], [0.1843, -3.6250, 2.3355], [-1.1167, -3.8851, 3.9577], [1.0507, -2.3789, 3.7496], [1.9697, -3.5289, 4.1721], [-0.5384, -1.6625, 5.7250], [1.7839, -1.6149, 2.6719], [2.4158, -0.4078, 2.9920], [2.4187, 0.3657, 1.8849], [1.7519, -0.3033, 0.8803], [1.4121, 0.3506, -0.4591], [2.1159, -0.7209, -1.5788], [3.4636, -0.6416, -1.2416], [4.1879, -1.5360, -1.9148], [3.3352, -2.2349, -2.7252], [2.0591, -1.7517, -2.5298], [0.8277, -2.4321, -3.4951], [3.7765, -3.3302, -3.6327], [5.2726, -3.5847, -3.4393], [3.0339, -4.6272, -3.2853], [3.5532, -2.9122, -5.0907], [0.0064, 1.1572, -0.3812], [-0.1888, 1.8626, -1.6625], [-1.2917, 2.7902, -1.3367], [-2.0700, 2.2216, -0.4421], [-1.4237, 0.9876, -0.0237], [-2.2315, 0.4317, 1.5673], [-3.3951, 2.8457, -0.1194], [-3.7330, 3.8907, -1.1946], [-3.2952, 3.5733, 1.2293], [-4.5628, 1.8505, -0.1260], [1.4637, -1.5480, 1.3279], [1.0759, -2.8087, 0.2973], [-0.5675, -4.2711, 4.8105], [-1.4291, -4.7474, 3.3709], [-2.0112, -3.3899, 4.3247], [1.5690, -4.0760, 5.0227], [2.9555, -3.1542, 4.4365], [2.0878, -4.2205, 3.3392], [-0.5150, -2.6447, 6.1907], [-1.4200, -1.5642, 5.0988], [-0.6219, -0.9265, 6.5243], [2.9686, -0.2550, 3.8955], [2.8443, 1.3366, 1.7152], [2.1715, 1.2761, -0.5863], [3.8161, 0.0607, -0.5116], [5.2449, -1.7058, -1.8842], [5.4945, -3.8858, -2.4157], [5.8694, -2.7127, -3.7053], [5.5625, -4.3976, -4.1011], [3.0375, -4.7791, -2.2055], [3.5291, -5.4722, -3.7622], [2.0038, -4.5977, -3.6185], [4.0986, -1.9923, -5.3052], [2.5021, -2.7452, -5.2980], [3.9182, -3.6955, -5.7538], [1.6611, 1.7278, -2.7167], [-1.5621, 3.6186, -1.9625], [-3.0569, 4.7447, -1.1812], [-4.7325, 4.2735, -1.0051], [-3.7301, 3.4375, -2.1862], [-2.4403, 4.2519, 1.2281], [-3.1971, 2.8760, 2.0578], [-4.1978, 4.1603, 1.3894], [-4.4486, 1.1343, -0.9392], [-5.4878, 2.4029, -0.2777], [-4.6544, 1.3062, 0.8052]]
}